Formula: C40H96AsB2F14N5O3Tl
Source: OMol25
Level of theory: the ωB97M-V functional and the def2-TZVPD basis

Computed properties:
**Net charge**: +5
**HOMO energy**: -19.171 eV

XYZ file:
```
162
Properties=species:S:1:pos:R:3:forces:R:3:lowdin_charge:R:1
Tl -0.66334 1.74231 -4.26380 -0.42 -1.65 -0.07 1.55
As 0.40357 0.49681 -0.68286 0.80 0.39 0.06 0.73
F 2.00616 0.88121 -1.22756 -0.01 0.03 -0.21 -0.25
F -0.19858 2.00524 -1.39516 0.32 0.38 -0.51 -0.32
F -1.21333 0.28402 -0.15925 -0.07 -0.83 0.17 -0.22
F 0.99710 -1.01873 -0.06279 -0.44 -0.15 -0.07 -0.25
F 0.79736 1.26363 0.80871 -0.21 0.22 0.07 -0.23
F 0.13041 -0.26071 -2.24032 -0.38 0.07 -0.01 -0.28
C -0.72682 8.98305 0.92013 -1.23 -0.30 1.15 -0.05
C 0.67405 9.14247 1.46795 0.51 0.51 0.15 -0.16
N 1.71701 8.21841 0.92047 0.82 -0.35 -1.15 -0.28
C 1.95515 8.46672 -0.55372 -0.19 0.45 0.99 0.06
C 3.04383 8.47557 1.62850 -0.05 0.31 0.46 -0.16
C 3.40060 9.92106 1.87457 0.35 0.64 -0.41 -0.05
C 1.29413 6.78792 1.09942 0.14 0.16 0.91 -0.09
C 2.26996 5.65728 0.76025 -0.91 0.56 -0.17 -0.20
O 3.37286 5.66228 1.60099 -0.01 0.07 0.07 -0.15
C 4.18029 4.50448 1.49383 0.28 0.01 0.17 -0.04
H -1.28480 9.91650 1.00857 0.45 0.30 -0.45 0.11
H -1.35309 8.37882 1.58836 0.41 -0.40 -0.08 0.07
H -0.85786 8.57610 -0.07867 0.35 0.25 -0.17 0.08
H 0.78283 9.03313 2.54939 -0.59 -0.16 0.02 0.15
H 1.04402 10.15048 1.29405 -0.03 -0.06 -0.35 0.13
H 1.02519 8.26753 -1.07135 0.12 -0.02 -0.31 0.10
H 2.78214 7.83818 -0.85675 -0.08 -0.09 -0.28 0.11
H 2.23912 9.51237 -0.63091 -0.03 0.00 -0.32 0.12
H 3.81911 8.02371 1.02069 -0.05 -0.22 -0.01 0.13
H 3.01405 7.96457 2.58835 -0.17 -0.20 -0.07 0.14
H 3.52835 10.53352 0.97748 -0.04 -0.26 -0.14 0.10
H 4.39303 9.88670 2.32645 -0.09 0.13 0.17 0.11
H 2.73689 10.49207 2.51866 0.03 -0.29 0.30 0.09
H 0.38601 6.65178 0.51526 0.01 -0.02 -0.06 0.11
H 1.04460 6.72352 2.16247 -0.08 -0.19 -0.06 0.15
H 2.53476 5.70172 -0.30576 0.22 -0.20 0.06 0.14
H 1.63566 4.76678 0.91127 0.32 -0.18 -0.12 0.14
H 5.07760 4.67163 2.08405 -0.04 0.13 0.00 0.11
H 4.46884 4.33911 0.45222 -0.10 -0.20 0.00 0.10
H 3.65729 3.64206 1.92179 -0.07 -0.08 -0.25 0.10
C -2.06439 -2.97815 -2.07396 -0.15 0.63 -0.26 -0.03
C -3.09611 -3.82334 -1.34700 0.17 -0.71 -1.20 -0.15
N -4.48766 -3.25628 -1.38326 -0.40 -0.20 0.70 -0.26
C -5.41550 -4.22032 -0.67765 0.22 0.55 -0.65 0.06
C -4.57254 -1.91313 -0.65732 0.44 0.10 -0.20 -0.14
C -4.12614 -1.95458 0.78734 0.02 0.28 -0.13 -0.03
C -4.97382 -2.98288 -2.78025 0.20 0.58 -0.23 -0.06
C -4.81530 -4.05219 -3.84022 -0.45 -0.57 -0.34 -0.11
O -5.70604 -5.12084 -3.62588 0.17 0.18 0.10 -0.04
C -5.25893 -6.39783 -3.96376 0.02 -0.71 0.43 0.00
H -1.06620 -3.02687 -1.64595 -0.04 -0.25 0.10 0.08
H -2.31907 -1.92065 -2.10608 0.09 0.04 0.30 0.06
H -2.01680 -3.23633 -3.13201 0.18 -0.18 0.05 0.09
H -2.83060 -4.12399 -0.34016 -0.19 0.39 0.21 0.12
H -3.19275 -4.76126 -1.90490 0.01 -0.09 0.25 0.12
H -5.06774 -4.31443 0.34249 -0.15 -0.19 0.09 0.11
H -5.39957 -5.16481 -1.21072 0.02 -0.12 0.13 0.10
H -6.40780 -3.78286 -0.74759 -0.11 -0.15 0.27 0.13
H -5.59633 -1.57381 -0.79883 -0.05 0.00 0.18 0.15
H -3.93190 -1.23150 -1.20583 -0.04 0.04 -0.12 0.10
H -3.96968 -0.92285 1.10471 -0.36 0.04 0.04 0.09
H -3.12776 -2.37622 0.89972 -0.13 -0.32 0.02 0.08
H -4.86476 -2.42675 1.42835 0.19 -0.02 0.23 0.09
H -4.43817 -2.09491 -3.11730 0.05 -0.09 -0.18 0.12
H -6.02136 -2.68703 -2.72709 -0.02 -0.10 0.19 0.16
H -3.81177 -4.42784 -4.05155 0.09 0.12 0.12 0.14
H -5.18557 -3.60597 -4.79044 0.22 0.31 0.10 0.20
H -4.74460 -6.46834 -4.93080 0.05 0.30 0.01 0.14
H -6.08541 -7.10215 -3.90817 -0.16 0.21 -0.06 0.13
H -4.53641 -6.70483 -3.17202 0.09 -0.05 -0.27 0.14
C 0.97360 -8.14294 3.06030 -0.90 -0.52 -1.15 -0.04
C 0.97353 -6.64059 2.92063 1.09 -0.26 0.88 -0.14
N 2.35948 -6.07474 2.56585 0.32 0.45 -0.42 -0.26
C 2.67858 -6.44327 1.15494 -0.57 -0.15 -0.08 0.01
C 2.31681 -4.56454 2.69752 -0.03 0.03 -0.08 -0.15
C 1.33915 -3.84796 1.78338 -0.09 0.28 0.06 -0.06
C 3.51845 -6.59019 3.38825 0.15 -0.70 0.18 -0.08
C 3.58636 -6.19163 4.85334 -0.43 0.05 -0.02 -0.17
O 2.33928 -6.42192 5.47527 0.17 0.19 -0.21 -0.17
C 2.37961 -6.20565 6.86982 0.35 -0.24 0.92 -0.04
H 1.49198 -8.49416 3.94350 0.04 -0.05 0.01 0.09
H 1.27044 -8.68009 2.15309 0.62 0.16 0.18 0.09
H -0.06322 -8.49531 3.07905 -0.03 0.31 0.62 0.11
H 0.79143 -6.23614 3.91165 -0.40 0.29 -0.15 0.12
H 0.31100 -6.23376 2.16762 -0.17 -0.17 -0.03 0.12
H 2.66996 -7.52437 1.06051 0.20 -0.03 0.06 0.11
H 3.64274 -6.04339 0.85649 0.02 0.08 0.09 0.10
H 1.88049 -6.05446 0.52912 0.10 0.02 -0.12 0.10
H 3.33393 -4.21052 2.52450 0.04 -0.05 0.03 0.13
H 2.05054 -4.36637 3.73304 0.07 0.01 0.06 0.13
H 1.43435 -2.77057 1.93174 0.07 -0.04 0.22 0.09
H 0.30833 -4.09778 2.02498 -0.04 -0.02 -0.11 0.08
H 1.51861 -3.97797 0.71811 0.00 -0.25 0.02 0.05
H 4.43023 -6.26925 2.88402 -0.04 0.27 0.07 0.14
H 3.53474 -7.67500 3.28389 -0.31 0.00 0.08 0.14
H 3.88776 -5.14187 4.96446 -0.02 -0.01 0.10 0.14
H 4.34700 -6.80956 5.34372 0.16 0.07 -0.16 0.16
H 2.61040 -5.16873 7.14690 -0.13 0.08 -0.30 0.11
H 3.16879 -6.81029 7.34123 -0.03 -0.04 -0.19 0.12
H 1.43975 -6.50954 7.31894 -0.15 0.08 -0.25 0.11
C -1.96867 2.28816 2.55396 0.94 0.84 0.44 -0.08
C -2.01621 3.56609 1.70035 0.71 -0.45 -0.30 -0.23
C -3.43541 4.07217 1.68675 -0.07 0.41 0.03 -0.14
N -3.79255 5.10983 0.65623 0.26 -0.10 -0.58 -0.27
C -2.91233 6.32958 0.71569 -1.45 -0.15 -0.04 0.03
C -5.24633 5.47751 0.84641 -0.23 0.50 -0.67 -0.09
C -5.73187 5.93606 -0.52238 -0.06 0.62 -0.10 -0.13
C -4.86415 5.22552 -1.57013 0.39 -0.29 0.70 -0.12
C -3.76828 4.51528 -0.75736 -0.46 -0.20 0.67 -0.08
H -0.92202 2.00781 2.67904 -0.06 -0.21 -0.20 0.07
H -2.50820 1.43998 2.14477 -0.21 0.11 -0.01 0.07
H -2.28307 2.56621 3.56234 -0.40 -0.40 -0.02 0.09
H -1.59171 3.36423 0.70881 -0.49 -0.15 -0.14 0.10
H -1.29660 4.27847 2.11695 -0.33 0.13 0.28 0.11
H -3.70978 4.51145 2.64739 0.07 -0.09 0.07 0.15
H -4.11643 3.24453 1.49357 -0.03 -0.02 0.06 0.13
H -1.88441 6.03914 0.87488 0.08 0.01 -0.01 0.08
H -3.33530 6.94919 1.50396 0.54 0.06 0.23 0.11
H -3.07285 6.86396 -0.21857 0.31 0.04 -0.04 0.12
H -5.32401 6.30302 1.54855 -0.01 -0.35 0.41 0.14
H -5.78644 4.59434 1.17541 0.13 -0.03 0.21 0.14
H -5.59849 7.01661 -0.60442 0.02 -0.03 -0.03 0.12
H -6.80135 5.78318 -0.64809 0.04 -0.21 0.04 0.13
H -4.41737 5.94911 -2.24467 -0.18 -0.13 -0.31 0.12
H -5.41485 4.45181 -2.09728 -0.02 0.23 -0.34 0.12
H -2.77558 4.58644 -1.18968 0.12 -0.09 0.18 0.13
H -4.03233 3.48138 -0.54344 0.16 -0.17 -0.58 0.13
C 4.65442 -0.67155 1.33340 -0.56 0.32 0.23 -0.07
C 5.11580 -1.30032 0.02397 0.55 -0.39 -0.14 -0.22
C 4.23931 -2.48012 -0.32992 -0.89 -0.08 -0.48 -0.15
N 4.38360 -3.07309 -1.72047 1.27 0.10 0.47 -0.25
C 5.82142 -3.46527 -1.92722 -0.37 -0.04 -0.14 0.04
C 3.97909 -2.09511 -2.83115 -0.45 0.22 0.78 -0.05
C 2.75767 -2.73361 -3.45967 -0.41 -0.42 -0.67 -0.13
C 2.82225 -4.22954 -3.15851 0.72 -0.61 0.31 -0.13
C 3.49111 -4.30484 -1.78451 -0.29 1.08 -1.00 -0.10
H 4.20073 -1.36385 2.05072 0.32 -0.37 -0.18 0.07
H 3.84520 0.04341 1.16331 0.20 0.15 -0.15 0.07
H 5.47215 -0.18193 1.85572 0.00 0.12 -0.09 0.09
H 6.14534 -1.65628 0.11155 -0.03 0.00 0.23 0.12
H 5.16779 -0.56876 -0.78496 -0.31 0.11 0.08 0.12
H 3.16855 -2.25510 -0.30558 0.10 0.40 0.33 0.11
H 4.40585 -3.30474 0.36767 0.11 -0.02 -0.03 0.13
H 6.43869 -2.58104 -1.81757 0.07 0.01 -0.10 0.11
H 5.91012 -3.85941 -2.93616 0.16 -0.14 0.05 0.12
H 6.09210 -4.20576 -1.17898 0.09 -0.03 -0.04 0.12
H 4.81587 -1.87068 -3.48727 0.08 -0.57 -0.09 0.14
H 3.75736 -1.14711 -2.34122 -0.24 -0.06 -0.03 0.12
H 2.73939 -2.65681 -4.54507 -0.08 0.56 0.04 0.13
H 1.84443 -2.30222 -3.04915 0.02 0.11 -0.09 0.10
H 3.40603 -4.77904 -3.89830 -0.01 0.14 -0.08 0.13
H 1.84708 -4.70926 -3.09997 -0.06 0.09 -0.17 0.12
H 4.13456 -5.15532 -1.59188 -0.33 -0.26 0.16 0.13
H 2.67273 -4.14005 -1.08770 0.40 -0.25 0.54 0.10
B 0.17383 -0.49031 -6.35487 -0.65 -1.21 -1.12 -1.30
F 0.37832 0.87215 -6.66106 -0.12 1.27 0.65 0.13
F 0.59832 -0.66773 -5.02178 -0.02 0.37 0.62 0.10
F -1.18354 -0.77175 -6.45596 0.23 0.10 0.29 0.18
F 0.89943 -1.24855 -7.25245 0.04 0.20 0.49 0.24
B -3.47099 0.48790 -3.42122 0.75 -0.21 0.12 -1.32
F -4.74420 0.06573 -3.11475 0.12 -0.12 0.03 0.17
F -3.47453 1.46683 -4.42287 0.51 0.54 -0.20 0.12
F -2.78948 1.00937 -2.28530 -0.21 0.34 -0.17 0.06
F -2.61671 -0.56508 -3.87451 -0.33 0.06 -0.07 0.08
```
Positions in Å, forces in eV/Å.